(1)
Formula: C33H26BrCl9N4O4STc
Source: the Open Molecules 2025 dataset
Level of theory: wB97M-V/def2-TZVPD

```
79
Properties=species:S:1:pos:R:3:lowdin_spin:R:1
Tc -1.91 0.07 -0.73 2.544
Br -3.90 -0.50 -2.02 0.124
Cl -2.74 4.85 -1.81 0.003
Cl -0.33 -4.99 -3.06 -0.003
Cl -1.32 -1.92 2.25 0.004
Cl -0.54 6.15 -3.67 -0.001
Cl -0.15 -6.46 -0.33 0.006
Cl 1.93 4.44 -4.54 0.002
Cl -0.61 -4.88 2.29 -0.003
Cl 2.16 1.46 -3.61 0.000
Cl -1.25 -2.08 -3.21 0.015
S 1.96 -1.30 0.41 0.000
O -0.19 0.56 -1.97 0.067
O 2.82 2.60 -0.71 0.000
O -2.17 2.02 -1.16 0.096
O 1.57 0.26 0.13 0.001
N 2.05 -3.10 -1.49 0.000
N 0.18 1.71 1.33 -0.001
N 1.20 -1.03 -2.13 0.000
N -0.90 0.89 1.10 -0.013
C -3.90 0.44 3.88 0.013
C 1.17 -1.35 -3.56 0.001
C -2.06 1.22 1.55 0.008
C 2.53 1.98 1.63 0.000
C -1.29 2.62 -1.95 0.004
C -1.34 -2.02 -0.49 -0.003
C 0.79 2.42 -3.15 0.001
C 2.64 -4.04 -0.53 0.000
C 4.06 3.71 0.93 0.000
C -4.29 0.08 1.42 0.071
C 2.92 2.20 2.95 0.000
C 2.57 -1.32 -4.17 0.000
C 1.39 1.03 1.38 0.000
C 1.68 -1.85 -1.22 0.000
C -6.14 0.41 3.02 0.013
C -6.64 0.66 4.28 -0.002
C 3.11 2.74 0.61 0.000
C -0.80 -4.07 0.78 -0.005
C 3.86 3.16 3.27 0.000
C 0.69 3.75 -3.56 0.008
C -0.71 -4.14 -1.61 -0.005
C -1.39 3.94 -2.36 0.008
C -1.10 -2.80 -1.64 0.017
C -5.76 0.81 5.36 0.014
C -4.77 0.31 2.79 0.003
C 4.41 3.94 2.25 0.000
C -0.19 1.83 -2.37 0.007
C -1.15 -2.72 0.71 0.020
C 4.14 -4.18 -0.72 0.000
C -0.59 -4.79 -0.39 0.019
C -3.07 0.38 0.97 -0.040
C -0.40 4.51 -3.17 0.001
C -4.40 0.70 5.15 -0.002
H -3.71 0.80 5.98 0.000
H -2.26 2.15 2.09 0.000
H 2.15 -5.00 -0.68 0.000
H -7.71 0.74 4.44 0.000
H -2.84 0.30 3.73 0.001
H 1.34 0.30 2.20 0.000
H 4.37 -4.53 -1.72 0.000
H 2.48 1.60 3.73 0.000
H -4.99 -0.39 0.74 0.003
H 3.24 -2.03 -3.69 0.000
H 0.55 -0.60 -4.02 0.000
H 4.54 -4.90 0.00 0.000
H 4.15 3.33 4.30 0.000
H -6.15 1.00 6.35 0.001
H 0.66 -0.20 -1.83 0.002
H 2.51 -1.57 -5.23 0.000
H 2.30 1.80 -0.87 0.000
H 3.00 -0.33 -4.08 0.000
H 5.12 4.71 2.49 0.000
H 1.83 -3.45 -2.41 0.000
H 4.64 -3.22 -0.55 0.000
H -6.82 0.31 2.18 0.000
H 2.40 -3.71 0.48 0.000
H 0.69 -2.32 -3.72 0.000
H 0.17 2.60 0.85 -0.001
H 4.48 4.29 0.12 0.000
```

Properties
2S+1: 4
LUMO energy (alpha / beta): -0.632 / -1.239 eV
Kohn-Sham gap (alpha / beta): 0.26026 / 0.24228 hartree
Energy: -8987.73551 hartree
Energy above the lowest of the compared OMol25 structures with the same formula, charge and spin: 248.0 kJ/mol


(2)
Formula: C35H58IrN4OSi
Source: the Open Molecules 2025 dataset
Level of theory: wB97M-V/def2-TZVPD

```
100
Properties=species:S:1:pos:R:3:lowdin_spin:R:1
Ir 0.32 -0.35 0.02 2.071
Si -0.79 -2.39 -0.70 0.242
O -3.42 5.11 -2.84 0.000
N 0.55 0.38 2.12 0.308
N 2.40 0.52 -0.03 0.080
N -1.31 3.45 -2.10 0.002
N -0.49 1.47 -0.90 0.096
C -0.57 0.34 5.65 -0.002
C -1.61 0.78 3.10 0.034
C 3.83 1.85 1.21 0.044
C 1.69 -3.74 -1.41 0.007
C -0.19 -5.24 -0.79 0.008
C 2.68 0.21 5.38 0.002
C -2.25 1.01 1.74 0.031
C -2.95 5.15 -1.51 0.000
C 2.60 1.12 1.20 0.256
C -2.10 -3.28 -3.12 0.009
C 4.96 0.83 -2.76 0.003
C 4.36 1.69 -0.03 0.148
C -2.36 1.06 4.24 -0.003
C 3.13 -0.86 -2.57 0.019
C 1.66 1.04 2.25 -0.017
C 3.42 0.87 -0.79 0.202
C -0.88 2.41 -1.45 0.022
C -0.54 -1.38 -3.41 0.020
C 0.45 -3.87 -0.53 0.040
C -2.28 2.49 1.39 0.004
C -3.65 0.40 1.67 0.002
C 0.24 0.06 4.55 0.030
C 2.01 -1.71 3.86 0.000
C -1.84 0.87 5.50 0.031
C -3.35 3.80 -3.37 0.000
C 0.94 -3.86 0.93 0.030
C 3.53 0.58 -2.26 0.023
C 1.54 -0.68 4.88 0.003
C -2.26 -2.85 0.38 0.042
C -1.54 -2.02 -2.46 0.043
C -1.91 3.32 -3.43 0.001
C -1.48 4.76 -1.46 0.001
C -2.70 -1.04 -2.28 0.006
C 2.56 1.55 -2.97 0.019
C -0.28 0.36 3.27 0.022
H -1.63 0.50 0.99 0.026
H -2.43 1.10 6.38 0.002
H 0.54 -6.02 -0.58 0.003
H 3.26 0.62 4.55 0.000
H -1.98 -3.01 1.42 0.001
H 2.65 -2.44 4.36 0.000
H -3.09 6.17 -1.15 0.000
H -1.85 2.28 -3.74 0.000
H 5.68 0.23 -2.21 0.000
H 4.24 2.40 2.04 -0.001
H 1.43 -2.91 1.15 0.024
H 2.61 -1.27 3.06 0.000
H -1.02 -1.18 -4.38 0.000
H -3.95 3.11 -2.76 0.000
H 5.02 0.54 -3.81 0.000
H 0.32 -2.01 -3.60 0.000
H 1.54 1.37 -2.65 0.001
H 1.45 -3.69 -2.47 0.000
H -2.93 3.04 2.08 0.001
H -1.05 -5.42 -0.16 0.000
H -3.37 1.43 4.13 -0.001
H -2.61 -3.01 -4.05 0.003
H 5.24 1.88 -2.69 0.000
H 1.17 -2.24 3.42 0.001
H -0.18 -0.42 -3.02 0.014
H -3.64 -0.66 1.93 0.000
H 3.38 -0.38 5.98 0.000
H 1.87 1.57 3.17 -0.002
H -0.50 -5.36 -1.83 0.000
H 2.82 2.59 -2.75 0.001
H -0.88 5.49 -2.02 0.000
H -4.34 0.91 2.34 0.001
H 2.35 -4.60 -1.27 0.000
H -3.12 -0.78 -3.25 0.000
H 2.32 1.03 5.99 0.000
H -1.32 -3.99 -3.39 0.000
H 3.05 -0.99 -3.65 0.001
H 3.87 -1.56 -2.19 0.000
H -2.67 2.63 0.38 0.000
H -4.04 0.51 0.66 0.000
H -1.28 2.94 1.45 0.000
H -3.54 4.46 -0.88 0.000
H 2.26 -2.85 -1.14 0.006
H -3.04 -2.10 0.37 0.000
H -3.78 3.84 -4.37 0.000
H -0.20 0.10 6.63 0.000
H 1.67 -4.66 1.08 0.001
H 0.13 -4.01 1.64 0.000
H 5.28 2.09 -0.41 0.006
H -2.70 -3.78 0.01 0.007
H -2.83 -3.79 -2.50 0.000
H 2.63 1.40 -4.04 0.003
H 2.16 -1.10 -2.13 0.017
H -1.33 3.94 -4.12 0.000
H -3.51 -1.46 -1.69 0.000
H -2.38 -0.12 -1.79 0.004
H -1.11 4.72 -0.43 0.000
H 1.24 -1.28 5.75 0.001
```

Properties
2S+1: 5
LUMO energy (alpha / beta): -2.811 / -5.431 eV
Kohn-Sham gap (alpha / beta): 0.26580 / 0.20933 hartree
Charge: +1
Energy: -2056.23936 hartree
Energy above the lowest of the compared OMol25 structures with the same formula, charge and spin: 0.0 kJ/mol


(3)
Formula: C5H18N3O4
Source: the Open Molecules 2025 dataset
Level of theory: wB97M-V/def2-TZVPD

```
30
Properties=species:S:1:pos:R:3:nbo_charge:R:1
O -3.02 0.57 1.29 -0.988
O 2.43 -1.56 1.53 -0.946
O -2.22 -1.88 0.53 -0.968
O 0.30 -2.82 0.54 -0.992
N 1.01 -0.54 -2.18 -0.453
N -1.50 2.29 -0.56 -0.879
N 1.82 1.10 -0.92 -0.465
C 0.67 0.62 -0.29 0.193
C 0.18 -0.42 -1.09 -0.033
C 0.11 1.25 0.93 -0.478
C -0.62 2.57 0.60 -0.207
C 2.01 0.39 -2.08 0.224
H -0.66 -1.06 -0.99 0.267
H -2.73 -0.30 1.09 0.495
H -1.35 -2.18 0.65 0.500
H -3.94 0.54 1.51 0.482
H 0.10 3.34 0.30 0.183
H -0.64 0.56 1.42 0.261
H -1.97 3.15 -0.82 0.370
H -1.18 2.89 1.51 0.203
H 0.88 1.40 1.71 0.231
H -2.78 -2.56 0.50 0.477
H 0.89 -1.19 -2.95 0.456
H 3.20 -2.12 1.50 0.491
H 2.39 1.87 -0.60 0.452
H 2.40 -1.29 2.44 0.491
H 0.43 -3.70 0.93 0.486
H 2.82 0.55 -2.79 0.249
H -2.22 1.58 -0.30 0.398
H 1.04 -2.31 0.89 0.502
```

Properties
2S+1: 1
LUMO energy: -2.662 eV
Kohn-Sham gap: 0.33608 hartree
Charge: +1
Energy: -666.33476 hartree
Energy above the lowest of the compared OMol25 structures with the same formula, charge and spin: 0.0 kJ/mol